{
  "formula": "C14H18BrCl4F4NO3P",
  "method": "ωB97M-V/def2-TZVPD",
  "symbols": ["O", "C", "Br", "C", "P", "C", "O", "O", "C", "C", "C", "N", "C", "C", "C", "F", "F", "C", "F", "F", "H", "H", "H", "H", "H", "H", "H", "H", "H", "H", "Cl", "C", "C", "Cl", "H", "H", "H", "H", "Cl", "C", "C", "Cl", "H", "H", "H", "H"],
  "xyz": [[4.5035, 0.9736, 0.0807], [3.7348, 0.3573, -0.5889], [4.3323, -1.3422, -1.3263], [2.3100, 0.9180, -0.8198], [0.9907, -0.3567, -0.9799], [1.0765, -1.2176, -2.6276], [2.0614, -0.6154, -3.4538], [1.4318, 0.3156, -4.3106], [-0.6210, 0.4912, -0.8513], [-1.7885, -0.1693, -1.2794], [-2.9931, 0.5087, -1.1205], [-3.1577, 1.7158, -0.5923], [-2.0342, 2.3176, -0.2224], [-0.7463, 1.7821, -0.3077], [1.0196, -1.5583, 0.5022], [-0.1134, -1.3629, 1.2173], [2.0526, -1.3209, 1.3267], [0.9847, -3.0530, 0.0931], [2.1345, -3.4499, -0.4808], [-0.1017, -3.3082, -0.6868], [2.0695, 1.5129, 0.0751], [2.3539, 1.6049, -1.6786], [1.2384, -2.3027, -2.5654], [0.1181, -1.0829, -3.1616], [0.8988, 0.9258, -3.7698], [-1.7376, -1.1734, -1.7061], [-3.9007, -0.0210, -1.4310], [-2.1329, 3.3478, 0.2377], [0.1352, 2.3192, 0.0383], [0.8562, -3.6324, 1.0317], [-1.4387, 7.2253, 1.0403], [-2.5489, 7.4401, -0.3371], [-3.5128, 6.2880, -0.4698], [-2.6909, 4.7773, -0.9693], [-1.9499, 7.5660, -1.2363], [-3.1003, 8.3625, -0.1609], [-4.2563, 6.5131, -1.2334], [-4.0330, 6.0905, 0.4645], [1.9298, -5.0313, 2.3302], [1.7508, -5.5790, 4.0220], [0.5080, -6.4097, 4.2167], [-0.9759, -5.4374, 4.0512], [1.7488, -4.6992, 4.6612], [2.6343, -6.1703, 4.2575], [0.5027, -6.8323, 5.2203], [0.4572, -7.2273, 3.5009]],
  "nbo_charge": [-0.4453, 0.5004, 0.0570, -0.8310, 1.3596, -0.3937, -0.2516, -0.3996, -0.3555, -0.2375, 0.0613, -0.3509, 0.0394, -0.2316, 0.4335, -0.2990, -0.2915, 0.4765, -0.3097, -0.3266, 0.2997, 0.3142, 0.2790, 0.2610, 0.4448, 0.2354, 0.2163, 0.2482, 0.2266, 0.2043, -0.0569, -0.3914, -0.3765, -0.0614, 0.2262, 0.2345, 0.2329, 0.2309, -0.0793, -0.3737, -0.3927, -0.0562, 0.2301, 0.2349, 0.2358, 0.2292],
  "e_lumo_ev": -3.850,
  "max_force_ev_per_a": 2.3,
  "spin_multiplicity": 1,
  "e_homo_ev": -12.747,
  "charge": 1,
  "homo_lumo_gap_ev": 8.90,
  "e_above_lowest_kcal_mol": 17.6,
  "total_energy_ha": -5979.938632
}